(1)
Below is the molecule C7H13F2N in a non-equilibrium geometry, with properties calculated with ωB97M-V with the def2-TZVPD basis set.

The geometry in ORCA input format:
```
! wB97M-V def2-TZVPD RIJCOSX def2/J DEFGRID3
* xyz 0 1
C 0.58662 -1.02404 -0.54507
C -0.77223 -1.51520 0.01627
C 0.93782 0.36289 0.01931
C -0.35006 1.12972 0.01102
C 1.45483 0.24586 1.45265
C 1.97952 1.05133 -0.87420
C -2.82963 -0.22714 -0.04434
N -1.56781 -0.45506 0.58320
F -0.83907 1.50680 -1.17545
F -0.52627 2.12333 0.87090
H 1.37345 -1.73605 -0.29657
H 0.53238 -0.95318 -1.63305
H -1.31755 -2.02681 -0.79002
H -0.58662 -2.23584 0.82041
H 0.79264 -0.38297 2.03929
H 1.52367 1.21945 1.93596
H 2.44562 -0.20444 1.44028
H 2.86961 0.43023 -0.92632
H 2.24584 2.02366 -0.46344
H 1.59179 1.19420 -1.87996
H -3.18212 0.76904 0.21434
H -2.81791 -0.34343 -1.13708
H -3.54452 -0.95236 0.36187
*
```

Results
LUMO = 0.86 eV
highest occupied orbital energy = -8.27 eV

***

(2)
Below is the molecule C7H13I in a non-equilibrium geometry, with properties calculated with ωB97M-V with the def2-TZVPD basis set.

The geometry in ORCA input format:
```
! wB97M-V def2-TZVPD RIJCOSX def2/J DEFGRID3
* xyz 0 1
C 0.10048 -0.02328 -2.16657
C -0.16212 0.47011 -0.95721
C -0.68587 1.91091 -0.70565
I -2.89117 1.94845 -0.98661
C 0.11987 -0.31155 0.39111
C -0.08523 0.44034 1.63148
C -0.71647 -1.63733 0.40425
C 1.57714 -0.62847 0.36100
H 0.55515 -0.99703 -2.30685
H -0.12832 0.45512 -3.08105
H -0.47389 2.26583 0.18080
H -0.32558 2.76274 -1.40237
H -0.01151 -0.33293 2.38498
H -1.01526 0.86447 1.68286
H 0.81988 0.91735 1.88009
H -1.28147 -1.72345 -0.49097
H -1.37650 -1.59346 1.39403
H -0.09797 -2.50541 0.56876
H 1.76176 -1.29370 1.17875
H 1.90282 -1.22880 -0.47260
H 2.41425 0.24011 0.51178
*
```

Results
LUMO = 0.26 eV
highest occupied orbital energy = -9.05 eV

***

(3)
Below is the molecule C7H13IO2SSi in a non-equilibrium geometry, with properties calculated with ωB97M-V with the def2-TZVPD basis set.

The geometry in ORCA input format:
```
! wB97M-V def2-TZVPD RIJCOSX def2/J DEFGRID3
* xyz 0 1
C 1.75102 0.78532 -0.24223
C 0.73593 0.01320 0.00701
C 1.90187 2.22488 -0.60905
C 0.61972 3.02742 -0.82847
C -0.31092 -2.09071 2.04997
C -0.00148 -2.64787 -1.12172
C -2.33121 -1.01405 -0.07047
O -0.28873 2.89176 1.70556
O -2.01900 2.42755 -0.12222
Si -0.51059 -1.45176 0.28321
S -0.68538 2.32402 0.41737
I 3.77866 -0.22425 -0.30439
H 2.57721 2.74638 0.11904
H 2.43479 2.16593 -1.47836
H 0.67304 4.03964 -0.59970
H 0.02548 2.82472 -1.82754
H 0.37809 -2.86971 2.11084
H -0.15801 -1.24254 2.66397
H -1.28678 -2.54384 2.45910
H -0.61519 -3.54909 -1.15576
H 0.25693 -2.08995 -2.03083
H 0.99028 -3.04407 -0.87222
H -2.50538 -1.28615 -1.13265
H -2.91476 -1.53756 0.65833
H -2.49558 0.12075 -0.07881
*
```

Results
LUMO (alpha / beta) = -1.58 / -1.48 eV
highest occupied orbital energy (alpha / beta) = -8.39 / -8.77 eV

***

(4)
Below is a structure of composition C7H13IrNOP in a non-equilibrium geometry, with properties calculated with ωB97M-V with the def2-TZVPD basis set.

The geometry in ORCA input format:
```
! wB97M-V def2-TZVPD RIJCOSX def2/J DEFGRID3
* xyz 1 6
C 1.25608 0.27303 -1.81066
C 0.08848 0.05002 -2.64997
C -0.47469 -1.24105 -2.88399
C -0.40021 -2.18980 -1.87726
C 0.26274 -1.97094 -0.66072
Ir 0.02320 -0.12653 -0.52069
P -0.21906 1.89210 0.57885
H 2.00008 1.10343 -1.79521
H -0.25947 0.86898 -3.33344
H -1.00084 -1.43238 -3.83521
H 0.16166 -2.75906 0.11203
H -0.94579 -3.13362 -1.97248
H -1.41322 1.98996 1.37907
H -0.08750 3.04852 -0.26178
H 0.88850 1.87078 1.49581
C -0.31906 -1.43145 3.73195
C 0.18720 -1.31924 2.34258
N 1.32814 -1.93893 2.02245
O -0.46823 -0.60244 1.51388
H 0.13364 -2.25426 4.27238
H -1.39558 -1.57037 3.70672
H -0.12867 -0.50313 4.27061
H 1.59258 -2.04262 1.03915
H 1.75841 -2.54541 2.70221
*
```

Results
LUMO (alpha / beta) = -2.72 / -6.17 eV
highest occupied orbital energy (alpha / beta) = -8.91 / -13.31 eV

***

(5)
Below is a structure of composition C7H13MoNO2P in a non-equilibrium geometry, with properties calculated with ωB97M-V with the def2-TZVPD basis set.

The geometry in ORCA input format:
```
! wB97M-V def2-TZVPD RIJCOSX def2/J DEFGRID3
* xyz 1 3
C -1.51953 -1.04203 -1.57546
C -0.91744 -2.11984 -2.24787
C 0.45946 -2.32544 -2.46637
C 1.51809 -1.58648 -1.90525
C 1.34932 -0.46913 -1.05695
Mo -0.24692 -1.21477 -0.13619
P -1.89523 0.41887 1.04107
H -2.54160 -0.80233 -1.86842
H -1.57714 -2.80916 -2.79410
H 0.70298 -3.10246 -3.18721
H 2.17026 0.23654 -0.89600
H 2.52108 -1.91900 -2.23643
H -1.79611 0.25450 2.45757
H -3.34259 0.20415 1.00163
H -1.90866 1.85952 0.99691
N 1.73517 3.62591 3.04400
C 2.79283 2.60643 2.82857
C 2.41783 1.75412 1.60485
O 3.41038 1.17410 1.08562
O 1.19000 1.77936 1.31696
H 1.78273 4.27311 2.25435
H 1.86350 4.12821 3.92937
H 0.80961 3.17985 3.00941
H 3.75492 3.09187 2.64096
H 2.83868 2.04841 3.74597
*
```

Results
LUMO (alpha / beta) = -4.04 / -3.85 eV
highest occupied orbital energy (alpha / beta) = -10.86 / -11.85 eV

***

(6)
Below is the molecule C7H13N in a non-equilibrium geometry, with properties calculated with ωB97M-V with the def2-TZVPD basis set.

The geometry in ORCA input format:
```
! wB97M-V def2-TZVPD RIJCOSX def2/J DEFGRID3
* xyz 0 1
C -0.14917 2.43149 2.48127
C -0.60179 1.59121 1.38878
C -0.00955 1.42412 0.18233
C -0.66588 0.51648 -0.84835
C 0.02831 -0.86837 -0.78098
C 1.35396 -0.76803 -1.55717
C -0.60164 -2.00222 -0.44494
N -0.26020 -3.37964 -0.65867
H 0.65263 3.11029 2.12373
H 0.07842 1.85990 3.38261
H -1.02301 3.12026 2.94820
H -1.38230 0.81445 1.59764
H 0.96693 1.90540 -0.07748
H -0.48375 0.95799 -1.71370
H -1.77451 0.57723 -0.63145
H 1.09656 -0.31535 -2.49073
H 2.00653 -1.65557 -1.78865
H 2.12484 -0.05666 -1.03009
H -1.49533 -2.03893 0.21625
H 0.77694 -3.60814 -0.71877
H -0.63798 -3.61589 -1.57981
*
```

Results
LUMO = 0.97 eV
highest occupied orbital energy = -8.39 eV

***

no.,E_tot (Ha)
1,-528.94238
2,-572.12265
3,-1410.25450
4,-849.61516
5,-888.87558
6,-329.17578